Record 1
The following is a DFT calculation (ωB97M-V/def2-TZVPD) of a molecular structure, C9H9Cl5O5PRuSe.

```
! wB97M-V def2-TZVPD RIJCOSX def2/J DEFGRID3
* xyz 1 5
Ru 0.458 1.471 0.312
Cl -0.013 0.882 3.195
C 1.257 -0.094 2.549
C 1.573 0.119 1.217
C 2.568 -0.620 0.597
Cl 2.888 -0.316 -1.066
C 3.267 -1.579 1.322
Cl 4.497 -2.493 0.568
C 2.943 -1.788 2.672
Cl 3.798 -2.955 3.570
C 1.930 -1.045 3.298
Cl 1.527 -1.298 4.938
O -0.596 3.387 0.412
Se 0.393 3.691 -0.916
O 0.652 5.135 -1.501
O 1.739 2.836 -0.143
O -0.036 2.369 -1.841
C -2.994 0.813 -1.707
P -1.832 -0.339 -1.013
C -0.657 -0.828 -2.260
C -2.692 -1.778 -0.417
O -1.111 0.312 0.215
H -3.561 0.328 -2.503
H -2.450 1.668 -2.108
H -3.680 1.149 -0.930
H -1.192 -1.271 -3.102
H 0.036 -1.566 -1.855
H -0.104 0.041 -2.619
H -3.163 -2.297 -1.253
H -3.458 -1.482 0.299
H -1.988 -2.452 0.072
*
```

Values from the calculation:
HOMO level (spin up / spin down)	-12.72 / -12.65	eV
expectation value of S²	6.03
energy relative to the best compared isomer or geometry (same formula, charge and spin)	0.236	eV
frontier orbital gap (spin up / spin down)	8.359 / 6.093	eV
total energy	-5862.79260	a.u.

***

Record 2
The following is a DFT calculation (ωB97M-V/def2-TZVPD) of a single C9H9ClNOP molecule.

```
! wB97M-V def2-TZVPD RIJCOSX def2/J DEFGRID3
* xyz 0 1
O 0.814 1.760 -1.925
C 1.381 1.016 -1.167
C 2.915 1.222 -0.989
Cl 3.613 1.159 0.588
N 0.796 -0.004 -0.498
C 1.642 -1.303 0.352
P 0.496 -1.792 1.712
C -0.881 -0.944 0.895
C -2.199 -1.043 1.272
C -3.206 -0.389 0.600
C -2.880 0.501 -0.437
C -1.556 0.650 -0.785
C -0.547 -0.031 -0.114
H 3.051 2.264 -1.283
H 3.500 0.546 -1.605
H 1.841 -2.053 -0.460
H 2.409 -0.771 0.709
H 0.703 -0.774 2.812
H -2.369 -1.766 2.072
H -4.265 -0.386 0.803
H -3.850 0.973 -0.887
H -1.409 1.164 -1.666
*
```

Values from the calculation:
HOMO level	-8.49	eV
energy relative to the best compared isomer or geometry (same formula, charge and spin)	1.359	eV
frontier orbital gap	9.161	eV
SMILES string	O=C(CCl)N1CPc2ccccc21
total energy	-1279.83325	a.u.

***

Record 3
The following is a DFT calculation (ωB97M-V/def2-TZVPD) of a molecular structure, C9H9DyN2O5S.

```
! wB97M-V def2-TZVPD RIJCOSX def2/J DEFGRID3
* xyz 2 6
O 2.605 -2.541 -2.991
C 2.984 -1.720 -2.265
Dy 0.203 1.329 0.559
O -2.067 -1.237 1.418
C -1.418 -0.315 1.194
C 1.934 -0.390 -1.130
O 2.133 0.788 -1.421
C -1.177 0.460 -1.230
O -1.731 -0.145 -2.049
C 0.780 0.041 2.535
O 1.082 -0.768 3.335
H 0.633 -0.457 0.333
S -1.046 3.651 0.450
C -2.462 2.878 1.050
N -2.563 2.455 2.311
C -3.880 2.123 2.946
C -4.724 1.408 1.937
C -4.848 2.236 0.677
N -3.538 2.657 0.182
H -1.849 2.843 2.948
H -4.348 3.053 3.283
H -3.662 1.504 3.817
H -5.713 1.237 2.351
H -4.289 0.438 1.692
H -5.467 3.142 0.861
H -5.328 1.672 -0.144
H -3.441 3.058 -0.704
*
```

Values from the calculation:
HOMO level (spin up / spin down)	-16.05 / -16.09	eV
expectation value of S²	9.36
frontier orbital gap (spin up / spin down)	7.015 / 7.147	eV
total energy	-2116.58993	a.u.

***

Record 4
The following is a DFT calculation (ωB97M-V/def2-TZVPD) of a gas-phase ion, C9H9N2O (charge +1).

```
! wB97M-V def2-TZVPD RIJCOSX def2/J DEFGRID3
* xyz 1 1
C 1.815 -2.405 -1.514
C -0.197 2.064 2.178
C 1.077 1.715 1.773
C -1.288 1.283 1.897
C 1.313 0.581 0.954
C -1.067 0.088 1.247
C 0.218 -0.261 0.711
C 0.004 -1.307 -2.211
C 0.313 -1.541 -0.014
N 1.422 -2.254 -0.333
N -0.897 -0.755 -2.959
O 1.118 -1.776 -2.573
H 2.708 -2.959 -1.800
H -0.488 2.930 2.672
H 1.868 2.411 2.233
H -2.205 1.572 2.259
H 2.428 0.208 0.800
H -1.814 -0.593 1.049
H -0.620 -2.199 0.156
H -1.809 -0.580 -2.617
H -0.772 -0.974 -3.969
*
```

Values from the calculation:
HOMO level	-12.79	eV
energy relative to the best compared isomer or geometry (same formula, charge and spin)	2.283	eV
frontier orbital gap	8.690	eV
total energy	-532.75226	a.u.

***

Record 5
The following is a DFT calculation (ωB97M-V/def2-TZVPD) of a molecular structure, C9H9N2O5PdS.

```
! wB97M-V def2-TZVPD RIJCOSX def2/J DEFGRID3
* xyz 1 3
O 3.627 -4.743 -5.794
C 3.335 -4.357 -4.750
Pd 1.577 -1.271 -1.813
C 1.146 -0.859 0.005
O 0.999 -0.682 1.140
C 0.745 0.487 -2.501
O 0.329 1.474 -2.954
C -0.181 -2.049 -2.252
O -1.183 -2.548 -2.533
C 3.200 -0.399 -1.915
O 4.257 0.071 -2.011
H 1.735 -1.432 -3.468
S -0.915 -0.191 -0.980
C -1.130 0.546 0.554
N -1.776 -0.203 1.412
C -1.740 0.168 2.871
C -1.868 1.685 2.905
C -0.750 2.368 2.132
N -0.643 1.724 0.776
H -1.989 -1.217 1.263
H -0.785 -0.163 3.291
H -2.559 -0.306 3.400
H -1.853 2.025 3.947
H -2.836 1.955 2.476
H 0.217 2.254 2.638
H -0.979 3.427 2.035
H 0.018 2.234 0.127
*
```

Values from the calculation:
HOMO level (spin up / spin down)	-9.76 / -12.52	eV
expectation value of S²	2.01
energy relative to the best compared isomer or geometry (same formula, charge and spin)	3.066	eV
frontier orbital gap (spin up / spin down)	6.024 / 6.631	eV
total energy	-1359.66317	a.u.

***

Record 6
The following is a DFT calculation (ωB97M-V/def2-TZVPD) of a single C9H9N2OP molecule.

```
! wB97M-V def2-TZVPD RIJCOSX def2/J DEFGRID3
* xyz 0 1
O 1.181 2.126 -0.683
C 0.838 1.035 -0.345
C -0.587 0.764 0.032
C -1.349 1.846 0.129
N -2.659 1.888 0.423
C -3.221 0.704 0.451
C -2.646 -0.506 -0.040
C -1.271 -0.460 -0.187
C -0.358 -1.602 -0.364
C 0.662 -1.724 0.644
N 1.693 -1.011 0.744
C 1.967 0.028 -0.199
P 3.524 1.030 0.335
H -0.769 2.855 0.163
H -4.237 0.682 0.744
H -3.309 -1.216 -0.395
H 0.247 -1.448 -1.243
H -0.796 -2.575 -0.478
H 0.748 -2.549 1.337
H 2.152 -0.368 -1.113
H 4.333 0.741 -0.802
H 3.857 -0.238 0.848
*
```

Values from the calculation:
HOMO level	-9.31	eV
energy relative to the best compared isomer or geometry (same formula, charge and spin)	1.265	eV
frontier orbital gap	9.215	eV
SMILES string	O=C1c2cnccc2CC=N[C@@H]1P
total energy	-874.35888	a.u.

***

Record 7
The following is a DFT calculation (ωB97M-V/def2-TZVPD) of a single C9H9N3 molecule.

```
! wB97M-V def2-TZVPD RIJCOSX def2/J DEFGRID3
* xyz 0 1
N -2.699 -1.465 0.560
C -1.330 -1.034 0.704
C -0.387 -1.187 1.785
C 0.919 -0.744 1.664
C 1.284 0.092 0.563
C 2.542 0.821 0.597
N 2.859 1.677 -0.430
C 1.986 1.779 -1.456
C 0.762 1.219 -1.497
C 0.415 0.273 -0.458
C -0.924 -0.295 -0.401
N -1.836 0.019 -1.389
H -2.798 -2.064 1.336
H -3.442 -0.600 0.711
H -0.689 -1.813 2.558
H 1.770 -1.201 2.267
H 3.288 0.775 1.328
H 2.474 2.257 -2.274
H 0.123 1.559 -2.312
H -1.769 0.707 -2.205
H -2.547 -0.775 -1.651
*
```

Values from the calculation:
HOMO level	-7.53	eV
energy relative to the best compared isomer or geometry (same formula, charge and spin)	2.113	eV
frontier orbital gap	8.020	eV
SMILES string	Nc1ccc2cnccc2c1N
total energy	-512.57716	a.u.

***

Record 8
The following is a DFT calculation (ωB97M-V/def2-TZVPD) of a single C9H9N3O molecule.

```
! wB97M-V def2-TZVPD RIJCOSX def2/J DEFGRID3
* xyz 0 1
C -1.436 -2.203 0.761
C -1.579 -0.735 0.768
O -1.807 -0.071 1.737
C -1.088 0.071 -0.496
N -1.143 -0.585 -1.808
C -2.118 1.168 -0.609
N -2.863 2.053 -0.671
C 0.359 0.513 -0.300
C 0.643 1.552 0.575
C 1.971 1.806 0.846
C 2.921 1.089 0.178
C 2.551 0.037 -0.626
N 1.321 -0.219 -0.875
H -0.465 -2.578 0.992
H -1.876 -2.478 -0.115
H -2.173 -2.459 1.538
H -0.456 -1.355 -1.822
H -2.090 -0.967 -1.942
H -0.162 2.142 1.239
H 2.112 2.557 1.556
H 4.033 1.273 0.253
H 3.344 -0.611 -1.179
*
```

Values from the calculation:
HOMO level	-9.53	eV
energy relative to the best compared isomer or geometry (same formula, charge and spin)	1.548	eV
frontier orbital gap	9.807	eV
SMILES string	CC(=O)[C@@](N)(C#N)c1ccccn1
total energy	-587.80548	a.u.

***

Record 9
The following is a DFT calculation (ωB97M-V/def2-TZVPD) of a molecular structure, C9H9N3O2.

```
! wB97M-V def2-TZVPD RIJCOSX def2/J DEFGRID3
* xyz 0 1
C -1.791 -1.208 -0.182
C -2.597 -0.105 -0.018
C -2.061 1.148 -0.340
C -0.829 1.223 -1.051
C -0.144 0.012 -1.220
C 0.321 -1.156 0.622
C 0.159 0.148 1.284
C 1.125 1.042 1.165
C 2.492 -0.357 -0.275
H -2.062 -2.173 0.218
H -3.587 -0.189 0.432
H -2.641 2.043 -0.139
H -0.392 2.152 -1.345
H 0.802 0.031 -1.703
H 1.468 -2.008 -0.835
H -0.771 0.228 1.881
H 1.103 2.088 1.591
H 3.178 1.366 0.592
N -0.574 -1.155 -0.766
N 1.404 -1.237 -0.203
N 2.328 0.754 0.529
O -0.421 -2.136 0.688
O 3.490 -0.509 -0.925
*
```

Values from the calculation:
HOMO level	-7.46	eV
energy relative to the best compared isomer or geometry (same formula, charge and spin)	9.373	eV
frontier orbital gap	7.279	eV
total energy	-662.82480	a.u.

***

Record 10
The following is a DFT calculation (ωB97M-V/def2-TZVPD) of a single C9H9N3O2 molecule.

```
! wB97M-V def2-TZVPD RIJCOSX def2/J DEFGRID3
* xyz 0 1
C 1.807 -0.426 -1.004
N 0.540 -0.236 -0.344
C -0.702 -0.758 -0.582
N -1.055 -1.604 -1.629
C -0.826 -1.433 -2.966
O -0.049 -0.657 -3.455
O -1.557 -2.314 -3.672
N -1.588 -0.462 0.327
C -0.937 0.336 1.231
C -1.394 0.952 2.389
C -0.500 1.736 3.087
C 0.820 1.900 2.664
C 1.299 1.282 1.526
C 0.403 0.501 0.814
H 1.847 -1.420 -1.448
H 1.943 0.307 -1.803
H 2.598 -0.321 -0.266
H -1.886 -2.140 -1.410
H -1.331 -2.242 -4.611
H -2.409 0.814 2.722
H -0.827 2.247 3.979
H 1.482 2.523 3.244
H 2.322 1.415 1.206
*
```

Values from the calculation:
HOMO level	-8.33	eV
energy relative to the best compared isomer or geometry (same formula, charge and spin)	0.000	eV
frontier orbital gap	8.906	eV
SMILES string	Cn1c(NC(=O)O)nc2ccccc21
total energy	-663.16924	a.u.